Record 1
Formula: H14O7
Source: the OMol25 dataset
Level of theory: ωB97M-V with the def2-TZVPD basis set

```
21
Properties=species:S:1:pos:R:3
O 2.0377 0.1971 -1.7812
H 1.2050 0.0105 -1.2751
H 1.8356 1.0164 -2.2809
O 1.7913 -0.3285 1.8378
H 2.0917 -1.2433 2.0123
H 2.4928 0.0384 1.2039
O 3.7470 0.1602 0.1519
H 4.3631 -0.5555 -0.0340
H 3.2525 0.2701 -0.7116
O -0.0114 -0.2114 -0.1788
H 0.4928 -0.3103 0.6692
H -0.5679 0.6336 -0.0435
O -3.8181 0.2672 0.1231
H -3.9784 0.0800 1.1373
H -3.2133 -0.4803 -0.1402
O -2.2544 -1.8275 -0.3468
H -1.3551 -1.4306 -0.2430
H -2.3806 -2.0668 -1.2580
O -1.6368 1.9958 0.0946
H -2.4933 1.5239 0.0468
H -1.6002 2.2608 1.0162
```

- maximum force (eV Å⁻¹) = 3.2
- calculated total energy (a.u.) = -535.1042
- LUMO energy (eV) = 0.6
- charge = 0
- SMILES = O.O.O.O.O.O.O
- energy above the lowest of the compared OMol25 structures with the same formula, charge and spin (kcal/mol) = 12.4
- HOMO (eV) = -11.274
- gap between HOMO and LUMO (eV) = 11.86

***

Record 2
Formula: H14O7
Source: the OMol25 dataset
Level of theory: ωB97M-V with the def2-TZVPD basis set

```
21
Properties=species:S:1:pos:R:3
O -1.0658 2.5543 1.2702
H -0.2224 2.7205 0.8811
H -0.9302 1.7987 1.8390
O 0.4152 1.1340 -1.9632
H 1.0742 0.6073 -1.5438
H 1.0154 1.7283 -2.3957
O -1.7946 -3.0794 -1.9471
H -1.9201 -2.3937 -1.2820
H -2.6200 -3.4317 -1.9150
O 1.0172 -0.6779 0.4798
H 0.9606 -0.3218 1.3699
H 0.1213 -0.9078 0.2959
O -1.7092 -0.9739 0.0682
H -1.8338 -0.0976 -0.3277
H -2.5134 -1.1392 0.5712
O 2.8544 -0.4699 -1.5013
H 2.2542 -0.6360 -0.7565
H 2.4734 -0.8516 -2.2772
O 0.8891 1.1155 2.9186
H 1.4222 1.9327 2.7622
H 0.1123 1.3891 3.4534
```

- maximum force (eV Å⁻¹) = 4.4
- calculated total energy (a.u.) = -535.0612
- LUMO energy (eV) = 0.0
- charge = 0
- SMILES = O.O.O.O.O.O.O
- energy above the lowest of the compared OMol25 structures with the same formula, charge and spin (kcal/mol) = 39.3
- HOMO (eV) = -10.871
- gap between HOMO and LUMO (eV) = 10.84

***

Record 3
Formula: H14O7
Source: the OMol25 dataset
Level of theory: ωB97M-V with the def2-TZVPD basis set

```
21
Properties=species:S:1:pos:R:3
O 2.3503 -1.3233 0.3278
H 1.8182 -1.1810 -0.4550
H 2.0343 -0.6723 0.9544
O -0.4363 1.8062 -1.8113
H -0.3302 2.7348 -2.0178
H -0.9938 1.7955 -1.0333
O 0.8607 -0.6936 -1.1938
H 0.5241 -0.3594 -2.0252
H 0.5786 -0.0495 -0.5444
O -0.4927 -1.3227 0.9549
H -1.0181 -0.7616 0.3845
H -0.1753 -2.0192 0.3802
O 0.5886 0.5768 0.2045
H 0.6913 0.6114 1.1555
H -0.3562 0.5066 0.0675
O 0.0647 0.3074 2.2171
H -0.4000 -0.4844 1.9462
H -0.6290 0.9300 2.4348
O -1.4566 0.0686 -0.3311
H -1.0763 -0.7481 -0.6545
H -2.1465 0.2779 -0.9608
```

- maximum force (eV Å⁻¹) = 13.6
- calculated total energy (a.u.) = -534.6666
- LUMO energy (eV) = -0.4
- charge = 0
- energy above the lowest of the compared OMol25 structures with the same formula, charge and spin (kcal/mol) = 286.9
- HOMO (eV) = -9.155
- gap between HOMO and LUMO (eV) = 8.73